1.
{"formula": "H25O13", "method": "ωB97M-V/def2-TZVPD", "orbital_gap_ev": 8.819, "energy_ev": -27024.8556, "charge": -1, "homo_ev": -6.142, "species": ["O", "H", "H", "O", "H", "H", "O", "H", "O", "H", "H", "O", "H", "H", "O", "H", "H", "O", "H", "H", "O", "H", "H", "O", "H", "H", "O", "H", "H", "O", "H", "H", "O", "H", "H", "O", "H", "H"], "xyz": [[-1.563, -0.361, 0.381], [0.187, -2.861, -1.089], [1.197, 2.289, 0.642], [0.067, 1.208, -4.015], [-0.186, 1.477, -3.099], [0.439, -2.922, 0.400], [1.500, 1.779, 1.394], [2.015, 2.327, 1.985], [-0.916, 3.011, 2.063], [-0.537, 2.271, 1.571], [-1.133, 2.523, 2.862], [3.446, -1.382, 1.149], [-0.607, -0.839, 0.574], [2.577, -1.696, 0.826], [-2.269, -2.283, -1.352], [-2.164, -1.317, -1.170], [-2.399, -2.626, -0.468], [3.283, -0.295, -1.583], [2.995, -0.864, -0.853], [1.206, -0.815, 1.311], [0.765, -3.316, -0.445], [3.161, -1.395, 2.062], [0.677, -0.864, -1.546], [0.419, -1.337, 1.453], [3.742, 0.446, -1.177], [1.004, 1.445, -3.990], [-2.845, 2.028, 0.215], [-3.426, 1.377, 0.627], [-2.024, 1.646, 0.466], [-1.262, -0.754, 3.466], [-1.418, -1.298, 4.218], [-0.683, -0.976, 2.690], [0.314, -1.336, -2.313], [0.443, -0.619, -2.959], [-1.967, -0.991, 1.004], [-1.060, 2.297, -1.899], [-1.308, 3.200, -2.099], [-1.670, 1.823, -1.306]], "atomic_forces_ev_per_a": [[0.6, -0.9, 0.3], [0.4, -0.4, 0.0], [0.3, 0.4, 0.0], [0.8, 0.1, 0.7], [-0.6, 0.0, -0.6], [0.6, 0.0, -0.4], [0.1, -1.0, -0.2], [-0.1, 0.4, -0.1], [0.0, -0.3, 0.1], [0.3, 0.2, 0.0], [-0.3, 0.2, 0.4], [-0.9, -0.3, -0.1], [-0.1, 1.0, 0.2], [0.4, -0.4, -0.6], [-0.4, 0.6, -0.3], [0.2, -0.9, -0.1], [0.0, -0.2, 0.1], [-0.2, 0.0, -0.2], [0.4, 0.3, -0.3], [-0.2, 0.7, 0.2], [-0.7, 0.2, 0.4], [0.5, 0.3, 0.8], [-0.1, -0.6, 0.2], [-0.2, -0.6, -0.1], [-0.1, -0.2, 0.3], [0.0, -0.2, -0.4], [-1.6, 0.4, -0.4], [-0.2, 0.1, -0.3], [1.3, -0.7, 0.6], [-1.0, 2.0, -0.7], [0.6, -1.1, 0.0], [0.8, -0.9, 0.7], [0.5, 1.4, -0.1], [-0.4, -0.5, -0.4], [-0.6, 0.7, 0.0], [0.9, -0.6, 0.1], [-0.6, -0.1, 0.4], [-0.4, 0.8, -0.3]]}

=====

2.
{"formula": "C8H18MgN5S2", "method": "ωB97M-V/def2-TZVPD", "orbital_gap_ev": 8.933, "energy_ev": -43152.7887, "charge": 1, "homo_ev": -11.407, "species": ["Mg", "N", "C", "C", "C", "N", "H", "H", "H", "H", "H", "H", "H", "H", "H", "H", "S", "C", "N", "C", "N", "C", "C", "N", "C", "S", "H", "H", "H", "H", "H", "H", "H", "H"], "xyz": [[0.440, 0.743, 0.770], [2.510, 0.603, 0.597], [2.937, -0.639, 1.256], [2.716, -0.585, 2.765], [1.257, -0.687, 3.205], [0.494, 0.512, 2.842], [2.841, 0.598, -0.367], [2.982, 1.392, 1.038], [4.001, -0.832, 1.068], [2.357, -1.466, 0.831], [3.150, 0.333, 3.177], [3.255, -1.428, 3.205], [1.238, -0.855, 4.289], [0.790, -1.551, 2.721], [0.897, 1.323, 3.315], [-0.454, 0.432, 3.212], [0.242, 4.370, 2.402], [-0.034, 3.321, 1.275], [-0.213, 2.490, 0.437], [-2.492, -2.508, -2.337], [-2.179, -1.109, -2.389], [-2.602, -0.262, -3.494], [-1.959, 1.097, -3.163], [-1.314, 0.847, -1.883], [-1.477, -0.421, -1.493], [-0.839, -1.103, -0.090], [-1.920, -3.065, -3.084], [-3.556, -2.659, -2.522], [-2.243, -2.886, -1.347], [-3.697, -0.217, -3.530], [-2.239, -0.666, -4.444], [-2.686, 1.908, -3.081], [-1.207, 1.378, -3.907], [-0.995, 1.596, -1.276]], "atomic_forces_ev_per_a": [[0.1, -0.6, 0.2], [0.2, 0.3, -0.4], [0.5, -0.5, 0.4], [-0.2, -0.2, -0.1], [0.5, -0.5, 0.5], [-0.3, 0.2, 0.3], [-0.1, 0.1, 0.1], [-0.1, 0.0, -0.1], [-0.2, 0.0, 0.0], [0.1, 0.0, 0.0], [0.1, 0.0, 0.0], [0.0, 0.1, 0.0], [-0.1, 0.0, -0.2], [0.0, 0.0, 0.1], [-0.1, 0.0, -0.1], [0.1, 0.1, 0.0], [0.2, 0.8, 1.0], [-0.2, -0.9, -1.1], [-0.4, 1.1, -0.2], [0.0, -0.4, 0.1], [0.2, 0.4, 0.2], [-0.2, 0.1, -0.3], [0.0, 0.3, -0.4], [-0.1, -0.1, 0.0], [-0.1, 0.3, -0.5], [0.3, -0.5, 0.7], [0.0, 0.0, 0.0], [0.0, 0.0, 0.0], [-0.1, -0.1, -0.1], [0.2, 0.0, 0.0], [-0.1, 0.0, 0.1], [0.0, -0.1, 0.0], [-0.2, 0.0, 0.1], [-0.1, -0.1, 0.1]]}

=====

3.
{"formula": "C34H48BBr12ClIN2O5PS", "method": "ωB97M-V/def2-TZVPD", "orbital_gap_ev": 6.932, "energy_ev": -931179.2183, "homo_ev": -8.378, "species": ["C", "C", "O", "C", "C", "I", "C", "C", "C", "C", "B", "N", "O", "C", "O", "C", "C", "C", "C", "C", "N", "C", "P", "O", "Cl", "C", "C", "C", "C", "C", "S", "C", "C", "O", "H", "H", "H", "H", "H", "H", "H", "H", "H", "H", "H", "H", "H", "H", "H", "H", "H", "H", "H", "H", "H", "H", "H", "H", "Br", "C", "C", "Br", "H", "H", "H", "H", "Br", "C", "C", "Br", "H", "H", "H", "H", "Br", "C", "C", "Br", "H", "H", "H", "H", "Br", "C", "C", "Br", "H", "H", "H", "H", "Br", "C", "C", "Br", "H", "H", "H", "H", "Br", "C", "C", "Br", "H", "H", "H", "H"], "xyz": [[1.258, 3.549, 2.694], [1.300, 5.044, 2.127], [1.765, 5.178, 0.750], [1.475, 4.042, -0.047], [0.028, 3.529, -0.377], [-1.744, 4.547, 0.382], [-0.206, 2.263, -1.271], [1.051, 1.581, -1.844], [2.524, 2.063, -1.595], [2.707, 3.286, -0.670], [4.188, 3.854, -0.295], [5.000, 3.183, 0.798], [4.787, 5.002, -0.941], [3.693, 1.257, -2.315], [4.694, 1.834, -2.824], [3.508, -0.324, -2.413], [4.675, -1.325, -2.331], [6.189, -0.888, -2.099], [6.689, -1.099, -0.568], [6.750, 0.252, 0.322], [7.058, -2.263, -0.085], [4.415, -2.875, -2.486], [5.781, -4.188, -2.456], [6.327, -4.493, -4.092], [4.821, -6.034, -1.891], [2.959, -3.357, -2.686], [1.781, -2.335, -2.766], [0.316, -2.954, -2.973], [0.047, -3.922, -1.702], [0.143, -3.188, -0.283], [0.340, -4.572, 0.993], [2.024, -0.817, -2.648], [0.871, 0.285, -2.762], [-0.130, 0.214, -3.512], [0.350, 2.958, 2.290], [2.244, 2.989, 2.574], [1.059, 3.643, 3.830], [2.051, 5.627, 2.787], [0.309, 5.612, 2.212], [-1.278, 1.908, -1.483], [4.519, 2.265, 0.919], [4.787, 3.712, 1.666], [5.048, 5.616, -0.209], [6.835, -1.626, -2.713], [6.458, 0.150, -2.481], [7.364, 0.040, 1.262], [5.669, 0.552, 0.524], [7.275, 1.031, -0.350], [7.368, -2.157, 0.899], [5.693, -4.100, -4.742], [2.744, -4.472, -2.803], [-0.515, -2.178, -3.019], [0.327, -3.632, -3.896], [-1.046, -4.287, -1.806], [0.731, -4.846, -1.754], [-0.800, -2.629, 0.028], [1.058, -2.523, -0.145], [1.006, -3.935, 2.051], [-2.278, -0.698, -0.535], [-4.038, -1.407, -0.980], [-3.986, -2.269, -2.217], [-3.864, -1.181, -3.830], [-4.710, -0.555, -1.075], [-4.332, -2.000, -0.111], [-4.910, -2.838, -2.326], [-3.138, -2.954, -2.230], [-4.555, 2.215, 0.501], [-5.553, 3.688, 1.302], [-5.668, 3.530, 2.798], [-7.008, 2.194, 3.266], [-6.518, 3.729, 0.797], [-4.980, 4.584, 1.053], [-6.020, 4.456, 3.255], [-4.735, 3.227, 3.273], [7.596, -5.916, -2.832], [9.018, -7.203, -3.205], [8.754, -8.526, -2.528], [9.148, -8.436, -0.622], [9.955, -6.740, -2.897], [9.015, -7.321, -4.291], [9.419, -9.298, -2.920], [7.721, -8.860, -2.624], [-2.255, 0.932, 6.578], [-4.013, 0.217, 6.132], [-3.956, -0.643, 4.893], [-3.839, 0.448, 3.282], [-4.688, 1.067, 6.037], [-4.305, -0.378, 6.999], [-4.879, -1.216, 4.782], [-3.106, -1.325, 4.879], [-8.763, 2.802, -3.806], [-7.361, 1.485, -4.123], [-7.663, 0.184, -3.423], [-7.303, 0.311, -1.511], [-6.421, 1.938, -3.807], [-7.344, 1.343, -5.205], [-7.004, -0.608, -3.785], [-8.700, -0.134, -3.531], [-6.511, 5.106, 5.967], [-8.124, 4.577, 6.926], [-9.235, 4.214, 5.971], [-10.050, 5.807, 5.198], [-8.379, 5.398, 7.595], [-7.829, 3.709, 7.519], [-10.044, 3.708, 6.500], [-8.903, 3.591, 5.141]], "atomic_forces_ev_per_a": [[-1.0, 0.5, 0.8], [0.2, 0.3, 1.7], [-0.7, -2.6, -0.8], [-0.5, -2.7, -2.4], [2.8, -1.7, -1.3], [1.6, -0.6, -0.6], [3.8, 1.8, 0.8], [0.5, 1.0, 1.1], [-3.6, 1.3, 1.6], [-2.5, -1.0, -1.4], [1.4, 1.0, -0.3], [-2.4, 0.1, -0.6], [-1.7, -1.0, 2.2], [1.8, 0.7, -0.9], [-3.5, -1.8, 2.2], [-1.0, -2.4, -0.1], [-2.0, -0.7, -0.4], [0.6, -1.4, 0.1], [0.5, -0.2, 1.3], [0.3, -1.0, -1.6], [-0.9, 2.7, -1.3], [-4.7, 1.8, -1.0], [0.2, 0.9, -0.1], [-4.2, 3.2, -0.4], [-1.2, 1.2, -0.4], [1.0, 3.9, 0.2], [1.7, 1.1, -0.2], [1.0, -0.5, 1.2], [-0.9, 0.2, -0.2], [0.4, -0.3, 0.6], [0.5, 0.8, 0.4], [2.5, -2.3, 0.2], [-1.4, 0.6, -0.7], [3.2, -0.3, 2.4], [1.7, 0.8, 0.5], [-1.4, 0.8, -0.1], [0.4, -0.1, -1.8], [-1.0, -0.8, -1.3], [1.3, -1.2, 0.0], [2.0, 0.5, 0.3], [0.6, 0.9, 0.3], [0.6, -0.4, -0.4], [0.2, -0.7, -1.0], [-1.0, 1.2, 0.9], [-0.8, -1.3, 0.7], [-1.1, 0.5, -1.2], [1.6, -0.2, -0.1], [-1.0, -1.0, 1.4], [-0.3, 0.1, -0.7], [0.3, -0.3, 0.4], [0.3, 1.8, 0.2], [1.4, -0.9, -0.2], [-0.1, 1.2, 1.2], [1.7, 0.3, 0.2], [-1.0, 1.5, 0.3], [1.5, -0.8, -0.9], [-1.2, -0.8, -0.6], [-0.7, -0.3, -1.3], [-0.3, 0.4, -0.1], [0.1, -0.1, 0.2], [-0.3, 0.1, -0.1], [0.1, 0.0, 0.0], [0.1, -0.2, -0.1], [0.0, 0.0, -0.1], [0.1, 0.1, 0.1], [-0.1, 0.1, 0.1], [-0.3, -0.1, -0.1], [0.2, -0.1, -0.1], [-0.2, 0.1, 0.0], [0.0, 0.1, 0.0], [0.1, 0.0, 0.1], [-0.1, -0.1, 0.1], [0.0, -0.1, -0.1], [-0.1, 0.0, -0.1], [4.6, -3.4, 1.0], [-0.1, 0.0, 0.0], [0.3, -0.1, 0.0], [-0.1, 0.0, -0.1], [-0.1, -0.2, 0.0], [0.0, -0.1, 0.1], [-0.1, 0.1, 0.0], [0.1, 0.2, 0.0], [-0.1, 0.1, 0.0], [0.1, -0.2, 0.3], [-0.2, 0.1, -0.2], [0.3, -0.3, 0.1], [0.1, -0.1, -0.1], [0.0, 0.0, -0.1], [0.1, 0.1, 0.1], [-0.1, 0.1, 0.1], [0.1, 0.0, 0.0], [-0.2, 0.1, -0.2], [0.2, -0.2, 0.1], [-0.2, 0.0, -0.1], [-0.1, -0.1, 0.0], [0.0, -0.1, 0.1], [0.0, 0.1, 0.0], [0.1, 0.2, 0.0], [0.0, 0.1, 0.2], [0.2, -0.2, 0.0], [-0.3, 0.1, 0.1], [0.1, -0.1, 0.0], [0.0, -0.1, -0.2], [-0.1, 0.1, -0.1], [0.1, 0.1, 0.0], [0.1, 0.1, 0.1]]}

=====

4.
{"formula": "C25H35AsN5O4PdS", "method": "ωB97M-V/def2-TZVPD", "orbital_gap_ev": 5.961, "energy_ev": -117289.4102, "charge": -1, "homo_ev": -3.139, "species": ["Pd", "C", "C", "C", "C", "C", "C", "N", "N", "C", "C", "C", "C", "C", "N", "H", "H", "H", "H", "H", "H", "H", "H", "H", "N", "C", "N", "O", "H", "H", "H", "H", "C", "C", "As", "C", "C", "C", "C", "H", "H", "H", "H", "H", "H", "H", "H", "H", "H", "H", "H", "H", "H", "H", "C", "C", "C", "C", "C", "C", "C", "S", "O", "O", "O", "H", "H", "H", "H", "H", "H", "H"], "xyz": [[-0.682, 0.138, -0.869], [-4.482, -1.047, 3.104], [-3.845, -1.749, 2.083], [-3.081, -1.102, 1.128], [-2.906, 0.298, 1.160], [-3.574, 1.008, 2.180], [-4.338, 0.336, 3.122], [-2.147, 0.932, 0.215], [-2.129, 2.324, 0.331], [-1.153, 2.842, -0.322], [-0.966, 4.271, -0.489], [0.079, 4.744, -1.199], [1.027, 3.854, -1.807], [0.830, 2.523, -1.635], [-0.195, 2.019, -0.911], [-5.080, -1.559, 3.846], [-3.957, -2.827, 2.016], [-2.628, -1.668, 0.331], [-3.467, 2.082, 2.211], [-4.834, 0.915, 3.895], [-1.702, 4.923, -0.041], [0.199, 5.815, -1.320], [1.878, 4.213, -2.366], [1.497, 1.781, -2.061], [-0.091, -0.504, 3.763], [0.296, -0.615, 2.436], [-0.037, -1.816, 1.848], [0.930, 0.252, 1.875], [-0.959, -0.952, 4.016], [-0.025, 0.451, 4.078], [-0.783, -2.338, 2.279], [-0.115, -1.805, 0.837], [5.065, -1.646, -2.097], [3.742, -0.892, -2.152], [2.418, -1.358, -0.774], [3.607, -1.548, 0.764], [4.163, -0.205, 1.234], [2.268, -3.301, -1.167], [2.271, -3.699, -2.640], [5.673, -1.448, -2.985], [4.914, -2.726, -2.038], [5.656, -1.356, -1.227], [3.227, -1.059, -3.101], [3.907, 0.186, -2.087], [4.406, -2.251, 0.518], [2.995, -2.005, 1.545], [4.810, 0.245, 0.476], [4.755, -0.313, 2.147], [3.354, 0.497, 1.437], [1.331, -3.618, -0.703], [3.079, -3.804, -0.633], [1.468, -3.221, -3.203], [2.137, -4.779, -2.738], [3.215, -3.443, -3.126], [-5.817, 2.041, -3.488], [-4.638, 1.118, -3.331], [-3.362, 1.516, -3.717], [-2.270, 0.681, -3.550], [-2.456, -0.570, -2.984], [-3.724, -1.007, -2.632], [-4.803, -0.156, -2.796], [-1.079, -1.642, -2.689], [0.134, -0.823, -2.910], [-1.206, -2.808, -3.514], [-1.156, -1.969, -1.215], [-5.492, 3.078, -3.573], [-6.487, 1.965, -2.631], [-6.395, 1.797, -4.382], [-3.212, 2.509, -4.125], [-1.274, 1.010, -3.815], [-3.858, -1.986, -2.192], [-5.789, -0.480, -2.482]], "atomic_forces_ev_per_a": [[0.3, 0.2, 0.3], [0.1, 0.0, 0.0], [0.0, 0.0, 0.0], [-0.1, 0.0, 0.1], [0.2, 0.0, -0.1], [-0.1, -0.1, 0.2], [0.0, 0.1, 0.0], [-0.3, 0.1, 0.1], [0.0, -0.2, 0.0], [0.3, 0.3, -0.1], [-0.1, -0.2, 0.1], [0.2, 0.0, -0.2], [-0.1, 0.3, 0.1], [-0.2, -0.3, 0.2], [0.1, 0.1, -0.1], [0.0, 0.0, 0.0], [0.0, 0.0, 0.0], [0.1, 0.0, -0.1], [0.0, 0.0, 0.0], [0.0, 0.0, 0.0], [0.0, 0.0, 0.0], [0.0, 0.0, 0.0], [0.0, 0.0, 0.0], [0.0, 0.0, 0.0], [0.0, 0.1, 0.1], [-0.3, -0.2, -0.1], [0.0, -0.2, 0.0], [0.3, 0.1, 0.0], [-0.1, 0.0, 0.0], [0.0, 0.0, 0.0], [0.0, 0.0, 0.0], [0.2, 0.1, 0.1], [0.0, 0.0, -0.1], [0.1, 0.0, -0.1], [-0.4, 0.0, -0.2], [0.1, 0.1, 0.2], [0.0, 0.0, -0.1], [0.0, 0.0, 0.0], [0.0, 0.0, 0.0], [0.0, 0.0, 0.0], [0.0, 0.0, 0.0], [0.0, 0.0, 0.0], [0.0, 0.0, 0.0], [0.0, 0.0, 0.0], [0.0, 0.0, 0.0], [0.0, 0.0, 0.0], [0.0, 0.0, 0.0], [0.0, 0.0, 0.0], [0.0, 0.0, 0.0], [0.0, 0.0, 0.0], [0.0, 0.0, 0.0], [0.0, 0.0, 0.1], [0.0, 0.0, 0.0], [0.0, 0.0, 0.0], [0.0, 0.0, 0.0], [0.0, 0.0, 0.0], [0.0, 0.1, 0.0], [0.0, 0.0, 0.0], [-0.2, -0.1, -0.3], [0.0, 0.0, 0.1], [0.0, 0.0, 0.0], [0.5, -0.5, 0.2], [-0.4, -0.1, 0.1], [0.0, -0.1, -0.1], [-0.1, 0.4, -0.5], [0.0, 0.0, 0.0], [0.0, 0.0, 0.0], [0.0, 0.0, 0.0], [0.0, 0.0, 0.0], [0.0, 0.0, 0.0], [0.0, 0.0, 0.0], [0.0, 0.0, 0.0]]}